# 1
C55H41N11O2P2SSe2V as an isolated structure. Source: OMol25; level of theory: ωB97M-V/def2-TZVPD.

Calculated values
Expectation value of S²: 0.768
Energy (eV): -263983.5874
Highest occupied orbital energy (spin up / spin down) (eV): -7.68 / -7.68
Maximum force (hartree/bohr): 0.01227
Gap between HOMO and LUMO (spin up / spin down) (eV): 6.09 / 6.68

```
! wB97M-V def2-TZVPD RIJCOSX def2/J DEFGRID3
* xyz 0 2
Se -1.70 1.68 -4.75
Se 0.76 -3.15 -1.03
V 1.22 -0.12 1.67
S 2.72 -0.08 3.62
P -2.66 1.45 -2.90
P -0.79 -1.88 -1.69
O -0.04 0.53 2.85
O 2.35 -1.22 0.99
N 4.39 0.79 1.07
N 0.17 -1.88 2.00
N 1.94 2.03 1.49
N -1.21 1.98 -0.72
N 2.78 7.29 0.93
N -0.05 0.28 -0.05
N -0.24 -4.01 2.18
N -0.35 1.56 0.15
N -3.19 0.48 6.34
N 0.03 0.05 5.07
N -3.48 0.64 1.91
C 0.39 -1.00 -3.99
C -3.38 -1.80 -0.58
C 2.73 -4.55 2.35
C 2.15 -3.35 1.97
C 0.73 -3.08 2.09
C 6.08 1.79 4.75
C 2.59 6.16 1.05
C 4.94 1.13 2.28
C 2.28 2.55 0.31
C 2.51 3.89 0.11
C 2.93 -2.39 1.33
C -1.46 -3.39 2.10
C -5.17 0.38 -2.15
C -2.05 0.58 4.04
C 0.71 -1.06 -5.34
C -3.87 3.13 -0.97
C 4.26 0.77 3.48
C -4.67 5.34 -1.48
C -2.70 0.51 5.30
C -0.81 -0.17 -1.09
C -1.53 0.95 -1.54
C 4.83 -3.82 1.43
C 4.07 -4.79 2.09
C -1.34 -2.63 -4.32
C 6.24 1.82 -0.05
C 1.80 2.85 2.53
C 6.16 1.83 2.36
C 2.00 4.22 2.43
C -3.79 -4.52 -0.96
C -2.62 -3.93 -1.40
C -4.55 -2.40 -0.12
C -3.41 2.99 -2.28
C 4.26 -2.62 1.05
C -4.01 -0.73 -3.94
C -2.82 0.64 2.85
C 5.01 1.10 -0.03
C 2.36 4.75 1.20
C -1.20 -2.06 2.00
C -3.58 4.04 -3.18
C -4.50 4.30 -0.57
C -0.01 -1.89 -6.18
C -0.63 -1.78 -3.48
C -2.41 -2.57 -1.22
C 4.85 1.11 4.68
C -5.04 -1.65 -4.05
C -6.15 -1.55 -3.21
C -4.05 0.28 -2.98
C -0.67 0.39 3.98
C 6.73 2.16 3.61
C 4.39 0.67 -1.33
C -6.21 -0.53 -2.27
C -1.04 -2.67 -5.67
C -4.21 5.21 -2.78
C -4.76 -3.76 -0.31
C 6.80 2.18 1.14
H 2.78 4.27 -0.86
H 4.53 -5.72 2.40
H -1.84 -4.54 -1.85
H 1.50 -0.43 -5.74
H -5.29 -1.80 0.39
H -7.08 -0.44 -1.63
H -1.88 -1.24 1.89
H 1.04 0.17 5.06
H -2.15 -3.24 -3.93
H -6.96 -2.26 -3.29
H 1.88 4.85 3.30
H 5.10 0.07 -1.92
H 6.71 2.06 -0.99
H -3.95 -5.58 -1.11
H -0.44 0.03 5.96
H -3.23 -0.75 -0.41
H 4.84 -1.85 0.55
H 2.15 -5.30 2.87
H -2.39 -3.93 2.10
H -5.24 1.16 -1.42
H -1.60 -3.32 -6.33
H 6.49 2.04 5.72
H 7.74 2.72 1.17
H -4.84 4.39 0.45
H -3.18 -0.76 -4.63
H 5.88 -4.01 1.23
H 1.54 2.39 3.47
H 0.95 -0.33 -3.34
H -5.00 -2.43 -4.79
H 4.35 0.84 5.60
H 2.36 1.85 -0.51
H -5.15 6.25 -1.16
H -5.67 -4.22 0.04
H -0.08 -5.00 2.15
H -3.21 3.93 -4.19
H -3.72 2.34 -0.25
H 7.67 2.70 3.64
H 4.12 1.53 -1.95
H 3.51 0.06 -1.15
H 0.23 -1.93 -7.24
H -4.33 6.02 -3.48
*
```


# 2
An isolated ion of composition CH4NO2Si and charge -1 at a distorted geometry. Source: OMol25; level of theory: ωB97M-V/def2-TZVPD.

Calculated values
Energy (eV): -14565.9332
Highest occupied orbital energy (eV): -3.57
Maximum force (hartree/bohr): 0.07502
Gap between HOMO and LUMO (eV): 7.55

```
! wB97M-V def2-TZVPD RIJCOSX def2/J DEFGRID3
* xyz -1 1
Si -0.62 0.52 -0.11
O -2.74 -1.37 -0.01
O -3.36 0.82 0.04
N 0.42 -0.81 -0.22
C -2.53 -0.13 -0.05
H -0.36 1.33 -1.14
H -0.12 1.48 1.09
H 0.04 -1.39 0.59
H 1.41 -0.66 -0.08
*
```